Record 1
# C19H43AlN4O5S

A structure of composition C19H43AlN4O5S (wB97M-V/def2-TZVPD, the Open Molecules 2025 dataset).

```
! RIJCOSX wB97M-V def2-TZVPD def2/J DEFGRID3
* xyz -2 1
C 3.631 -1.078 1.473
C 2.234 -0.779 0.895
C 1.727 0.671 1.031
C 2.845 1.721 0.899
Al 0.268 1.191 -0.310
S -0.668 -0.660 -1.360
C -1.089 2.335 0.718
C -2.503 1.822 1.017
C -2.565 0.500 1.797
C -3.794 -0.378 1.522
C -4.093 -0.626 0.047
N -4.272 -2.076 -0.241
C 1.005 2.369 -1.832
O 1.272 1.820 -2.950
O 1.165 3.596 -1.601
H 3.695 -2.113 1.805
H 3.813 -0.448 2.348
H 4.406 -0.872 0.735
H 2.195 -1.111 -0.144
H 1.531 -1.415 1.443
H 1.311 0.761 2.046
H 2.418 2.721 0.800
H 3.533 1.717 1.753
H 3.422 1.548 -0.013
H -0.803 -1.535 -0.355
H -0.624 2.609 1.677
H -1.151 3.262 0.140
H -3.066 1.782 0.082
H -3.036 2.557 1.646
H -1.647 -0.080 1.683
H -2.607 0.776 2.857
H -4.661 0.037 2.044
H -3.626 -1.367 1.960
H -5.000 -0.087 -0.231
H -3.288 -0.255 -0.581
H -4.041 -2.228 -1.217
H -5.261 -2.290 -0.172
C 4.244 1.918 -3.492
C 5.640 1.411 -3.250
O 5.979 0.696 -2.324
N 6.603 1.796 -4.164
C 6.428 2.634 -5.326
H 3.541 1.577 -2.737
H 4.233 3.009 -3.490
H 3.875 1.568 -4.457
H 7.520 1.434 -3.963
H 6.695 2.100 -6.245
H 7.049 3.534 -5.265
H 5.391 2.942 -5.400
C -6.834 3.046 0.824
C -7.419 1.823 0.157
O -7.267 0.709 0.617
N -8.108 2.011 -1.008
C -8.355 3.252 -1.708
H -6.310 2.719 1.717
H -6.120 3.544 0.167
H -7.616 3.755 1.102
H -8.453 1.156 -1.412
H -9.428 3.438 -1.807
H -7.917 3.229 -2.708
H -7.913 4.080 -1.164
C 4.883 -5.479 2.425
C 3.444 -5.179 2.061
O 3.149 -4.329 1.254
N 2.472 -5.907 2.698
C 2.633 -6.944 3.689
H 5.513 -4.814 1.842
H 5.064 -5.300 3.486
H 5.141 -6.514 2.193
H 1.538 -5.649 2.418
H 2.201 -7.888 3.344
H 2.144 -6.670 4.627
H 3.687 -7.107 3.891
*
```

Computed properties:
Max |F|, Eh/bohr: 0.015
Orbital gap, eV: 3.039
ΔE to the lowest compared entry with this formula, charge and spin, eV: 0.0000

Atom charges from the Löwdin analysis, given in e for atoms 1 to 4: -0.129 -0.311 -0.398 -0.163

=====

Record 2
# C19H43BClO9P

A cluster of 3 separate species, C19H43BClO9P in total at a distorted geometry (wB97M-V/def2-TZVPD, the Open Molecules 2025 dataset).

```
! RIJCOSX wB97M-V def2-TZVPD def2/J DEFGRID3
* xyz 0 1
C -2.809 0.685 2.309
B -4.269 1.051 1.711
O -5.401 1.204 2.602
P -4.626 1.358 -0.160
C -6.348 0.691 -0.551
C -6.400 -0.826 -1.047
C -6.771 -1.825 0.141
Cl -5.338 -2.344 1.164
C -3.279 0.421 -1.147
O -3.116 -0.934 -0.649
C -1.819 -1.422 -0.839
C -1.471 -2.766 -0.035
O -0.959 -0.938 -1.582
H -2.264 -0.134 1.735
H -2.947 0.415 3.400
H -2.182 1.640 2.239
H -5.664 0.302 2.870
H -6.937 0.726 0.433
H -6.922 1.385 -1.256
H -7.276 -0.892 -1.787
H -5.488 -1.155 -1.646
H -7.519 -1.350 0.853
H -7.184 -2.777 -0.330
H -2.344 1.066 -1.032
H -3.599 0.391 -2.241
H -0.966 -3.503 -0.724
H -0.911 -2.552 0.923
H -2.464 -3.251 0.270
C 0.450 6.365 -4.211
O 0.795 5.688 -3.019
C -0.145 5.934 -1.978
C 0.097 4.986 -0.812
O -0.508 3.708 -1.002
C 0.163 2.841 -1.917
C 1.427 2.226 -1.332
O 2.522 3.130 -1.456
C 3.647 2.703 -0.712
H 0.395 7.446 -4.043
H 1.224 6.164 -4.953
H -0.505 5.994 -4.597
H -1.164 5.804 -2.357
H -0.009 6.969 -1.640
H -0.394 5.407 0.070
H 1.158 4.890 -0.577
H 0.355 3.342 -2.867
H -0.544 2.030 -2.115
H 1.678 1.315 -1.889
H 1.265 1.979 -0.277
H 3.411 2.685 0.358
H 4.456 3.416 -0.876
H 3.976 1.713 -1.043
C 6.274 -3.880 3.974
O 5.571 -3.770 2.752
C 5.481 -5.020 2.077
C 4.494 -4.927 0.921
O 3.139 -5.097 1.334
C 2.555 -3.975 1.995
C 2.190 -2.848 1.039
O 3.325 -2.038 0.767
C 3.072 -1.146 -0.301
H 7.289 -4.257 3.806
H 6.338 -2.888 4.420
H 5.737 -4.538 4.665
H 5.160 -5.800 2.777
H 6.477 -5.265 1.687
H 4.693 -5.761 0.242
H 4.621 -4.006 0.349
H 3.186 -3.627 2.815
H 1.629 -4.354 2.438
H 1.427 -2.209 1.501
H 1.801 -3.265 0.103
H 2.885 -1.704 -1.225
H 3.957 -0.526 -0.446
H 2.221 -0.499 -0.071
*
```

Computed properties:
Max |F|, Eh/bohr: 0.058
Orbital gap, eV: 8.848
SMILES: CB(O)P(CCCCl)COC(C)=O.COCCOCCOC.COCCOCCOC

Atom charges from the Löwdin analysis, given in e for atoms 1 to 4: -0.056 -0.636 -0.021 1.037

=====

Record 3
# C19H43Cl3OSi4SnTe

A structure of composition C19H43Cl3OSi4SnTe at a distorted geometry (wB97M-V/def2-TZVPD, the Open Molecules 2025 dataset).

```
! RIJCOSX wB97M-V def2-TZVPD def2/J DEFGRID3
* xyz -2 1
C -0.829 0.797 -5.035
C -0.991 -0.583 -5.427
C 0.303 -1.193 -5.336
C -2.234 -1.216 -5.863
C 1.229 -0.218 -4.967
C 0.576 1.019 -4.822
C 1.184 2.305 -4.560
C -1.903 1.768 -4.880
C 0.573 -2.623 -5.654
C 2.703 -0.454 -4.795
Sn -1.109 -1.472 -0.853
Cl -1.571 -2.533 -2.653
Cl -2.525 0.368 -1.021
Cl 1.102 -0.963 -1.108
H -3.052 -0.491 -5.882
H -2.531 -2.041 -5.197
H -2.134 -1.638 -6.879
H -0.150 -3.287 -5.173
H 1.576 -2.889 -5.307
H 0.528 -2.798 -6.735
H 2.878 -1.316 -4.147
H 3.161 0.423 -4.329
H 3.185 -0.635 -5.760
H 2.252 2.200 -4.378
H 0.801 2.734 -3.341
H 1.058 3.017 -5.373
H -2.838 1.276 -4.577
H -2.101 2.333 -5.808
H -1.635 2.499 -4.102
O 1.082 2.782 -2.313
H 0.900 1.944 -1.866
C 3.242 0.026 1.881
Si 1.819 1.025 2.605
C 2.282 1.484 4.384
C 1.625 2.581 1.553
Si -0.234 -0.230 2.616
Te -2.047 -1.868 1.769
Si 0.034 -2.250 3.798
C 0.539 -1.674 5.537
C -1.311 -3.557 4.152
C 1.480 -3.089 2.930
Si -1.963 1.203 3.269
C -1.689 1.629 5.082
C -1.870 2.702 2.130
C -3.729 0.541 3.072
H 4.113 0.689 1.767
H 2.979 -0.368 0.890
H 3.536 -0.813 2.525
H 3.201 2.092 4.362
H 1.507 2.074 4.890
H 2.492 0.602 5.002
H 1.144 2.396 0.585
H 1.062 3.372 2.065
H 2.627 2.974 1.322
H -0.215 -1.025 6.002
H 0.623 -2.590 6.141
H 1.506 -1.157 5.564
H -1.690 -4.105 3.277
H -0.832 -4.307 4.795
H -2.167 -3.127 4.687
H 1.423 -3.055 1.834
H 2.443 -2.655 3.234
H 1.465 -4.141 3.249
H -0.761 2.191 5.251
H -2.534 2.257 5.402
H -1.673 0.733 5.719
H -1.746 2.411 1.078
H -2.829 3.236 2.215
H -1.062 3.393 2.404
H -3.942 0.252 2.031
H -3.919 -0.318 3.727
H -4.418 1.352 3.349
*
```

Computed properties:
Max |F|, Eh/bohr: 0.090
Orbital gap (alpha / beta), eV: 3.899 / 4.124

Atom charges from the Löwdin analysis, given in e for atoms 1 to 4: -0.230 -0.260 -0.266 -0.101

=====

Record 4
# C19H43N2OP3RuSe

A structure of composition C19H43N2OP3RuSe at a distorted geometry (wB97M-V/def2-TZVPD, the Open Molecules 2025 dataset).

```
! RIJCOSX wB97M-V def2-TZVPD def2/J DEFGRID3
* xyz 3 6
Ru 0.146 0.341 0.138
P 0.655 2.445 0.216
P -1.626 0.995 1.447
P -1.241 0.674 -1.490
H 3.639 -2.203 -2.495
C 3.645 -1.166 -2.792
C 2.887 -0.236 -2.212
H 2.247 -0.374 -1.340
C 1.847 2.774 1.549
C -0.331 3.966 0.328
C 1.658 2.875 -1.232
C -2.530 -0.520 1.862
C -1.163 1.751 3.049
C -3.069 2.130 1.092
C -0.224 0.069 -2.847
C -1.928 2.278 -2.069
C -2.703 -0.376 -1.436
H 4.350 -0.924 -3.576
H 2.828 0.754 -2.645
H 2.618 2.005 1.601
H 1.357 2.831 2.520
H 2.314 3.731 1.321
H -0.821 4.112 1.282
H -1.083 4.058 -0.446
H 0.366 4.790 0.192
H 2.384 2.095 -1.478
H 2.188 3.788 -0.946
H 1.039 3.085 -2.110
H -3.262 -0.239 2.624
H -1.840 -1.278 2.245
H -3.051 -0.935 0.996
H -2.073 1.721 3.659
H -0.854 2.797 2.944
H -0.383 1.181 3.558
H -3.646 2.099 2.022
H -3.701 1.771 0.277
H -2.751 3.160 0.907
H -0.813 0.265 -3.751
H -0.031 -1.006 -2.716
H 0.748 0.578 -2.896
H -2.372 2.017 -3.025
H -1.159 3.032 -2.207
H -2.691 2.643 -1.389
H -3.149 -0.296 -2.434
H -3.430 -0.043 -0.685
H -2.432 -1.419 -1.229
C -0.770 -3.867 -0.639
C 0.462 -3.417 -1.137
C 0.756 -3.500 -2.498
C -0.227 -4.042 -3.351
C -1.478 -4.482 -2.850
C -1.742 -4.443 -1.466
Se -0.859 -4.377 1.231
H 0.611 -4.602 0.918
H 1.208 -3.155 -0.403
H 1.748 -3.211 -2.869
H 0.027 -4.226 -4.400
H -2.212 -4.912 -3.552
H -2.614 -4.877 -0.966
C 1.331 -1.148 4.712
N 2.335 -0.759 3.687
C 1.973 -0.596 2.402
N 2.947 -0.230 1.520
O 0.764 -0.692 2.073
H 0.290 -1.078 4.315
H 1.395 -0.472 5.588
H 1.516 -2.191 5.038
H 3.330 -0.808 3.943
H 2.733 -0.341 0.536
H 3.913 -0.368 1.783
*
```

Computed properties:
Max |F|, Eh/bohr: 0.093
Orbital gap (alpha / beta), eV: 6.648 / 5.590
ΔE to the lowest compared entry with this formula, charge and spin, eV: 0.3405

Atom charges from the Löwdin analysis, given in e for atoms 1 to 4: 0.726 0.599 0.679 0.586

=====

Record 5
# C19H43N2OP3SeV

A structure of composition C19H43N2OP3SeV at a distorted geometry (wB97M-V/def2-TZVPD, the Open Molecules 2025 dataset).

```
! RIJCOSX wB97M-V def2-TZVPD def2/J DEFGRID3
* xyz 3 3
V 0.155 0.876 -0.408
P 0.405 1.084 1.898
P -0.895 2.866 -0.757
P 2.488 1.224 -0.676
H -0.512 -2.892 3.559
C -0.392 -3.161 2.493
C 0.793 -3.968 2.132
H 1.770 -3.487 2.069
C -0.995 0.596 2.971
C 0.753 2.793 2.478
C 1.739 0.142 2.739
C -1.980 2.812 -2.227
C -2.031 3.644 0.449
C 0.314 4.192 -1.126
C 3.216 -0.449 -0.460
C 3.554 2.297 0.358
C 3.078 1.674 -2.350
H -1.314 -3.654 2.149
H 0.675 -5.042 2.007
H -0.950 -0.486 3.145
H -1.970 0.819 2.521
H -0.908 1.110 3.937
H -0.061 3.475 2.211
H 1.686 3.173 2.046
H 0.850 2.759 3.571
H 1.512 -0.932 2.697
H 1.778 0.453 3.793
H 2.721 0.315 2.285
H -2.196 3.837 -2.562
H -2.909 2.300 -1.949
H -1.508 2.235 -3.034
H -1.829 4.723 0.490
H -1.917 3.215 1.450
H -3.063 3.482 0.113
H -0.239 5.041 -1.552
H 1.073 3.845 -1.838
H 0.822 4.500 -0.203
H 4.311 -0.364 -0.503
H 2.869 -1.114 -1.263
H 2.930 -0.892 0.502
H 4.590 2.191 0.009
H 3.514 2.028 1.419
H 3.252 3.345 0.244
H 4.173 1.584 -2.366
H 2.795 2.704 -2.597
H 2.645 1.002 -3.105
C 0.226 -1.853 -2.645
C 0.334 -2.686 -1.523
C 0.468 -4.070 -1.709
C 0.467 -4.609 -3.003
C 0.328 -3.769 -4.119
C 0.204 -2.393 -3.941
Se 0.175 0.115 -2.515
H -0.328 -2.165 1.909
H 0.338 -2.258 -0.517
H 0.581 -4.707 -0.830
H 0.578 -5.683 -3.139
H 0.327 -4.191 -5.123
H 0.106 -1.716 -4.788
C -3.285 -3.011 -0.098
N -3.679 -1.854 0.682
C -3.213 -0.600 0.469
N -3.771 0.364 1.304
O -2.312 -0.322 -0.349
H -2.574 -2.719 -0.880
H -4.167 -3.465 -0.569
H -2.812 -3.760 0.551
H -4.405 -1.962 1.380
H -3.737 1.310 0.943
H -4.642 0.106 1.754
*
```

Computed properties:
Max |F|, Eh/bohr: 0.056
Orbital gap (alpha / beta), eV: 3.991 / 3.884

Atom charges from the Löwdin analysis, given in e for atoms 1 to 4: -0.058 0.740 0.714 0.692

=====

Record 6
# C19H43N4O6P

A cluster of 3 separate species, C19H43N4O6P in total at a distorted geometry (wB97M-V/def2-TZVPD, the Open Molecules 2025 dataset).

```
! RIJCOSX wB97M-V def2-TZVPD def2/J DEFGRID3
* xyz 0 1
C 0.496 2.334 3.339
C 0.406 2.184 1.857
O 1.202 2.676 1.074
O -0.680 1.456 1.360
C -0.430 0.099 1.223
O 0.119 -0.539 2.107
C -0.881 -0.459 -0.092
P 0.418 -1.445 -0.964
N 0.642 -2.771 0.119
C 1.880 -0.322 -0.814
C 3.226 -1.023 -0.679
C 3.430 -1.714 0.681
C 4.574 -1.139 1.477
N 5.951 -1.356 0.902
C 6.023 -2.442 -0.086
C 6.830 -1.644 1.973
C 7.042 -0.518 2.943
O 7.414 -2.697 2.097
H -0.493 2.501 3.750
H 1.070 3.230 3.511
H 0.982 1.478 3.781
H -1.107 0.371 -0.748
H -1.785 -1.040 0.021
H -0.162 -2.944 0.704
H 0.808 -3.610 -0.416
H 1.811 0.428 -0.031
H 1.877 0.228 -1.748
H 3.375 -1.737 -1.482
H 3.988 -0.263 -0.802
H 2.540 -1.518 1.265
H 3.467 -2.786 0.587
H 4.518 -1.542 2.484
H 4.422 -0.068 1.558
H 5.598 -3.378 0.250
H 5.563 -2.102 -1.000
H 7.061 -2.614 -0.319
H 6.101 -0.090 3.261
H 7.586 -0.860 3.807
H 7.575 0.273 2.433
C -3.866 2.920 1.895
C -3.680 2.704 3.393
C -4.988 2.776 4.193
O -5.484 4.083 4.399
C -6.238 4.624 3.331
N -2.677 3.652 3.895
H -4.031 3.969 1.653
H -2.976 2.601 1.357
H -4.713 2.344 1.518
H -3.282 1.694 3.535
H -4.797 2.379 5.193
H -5.762 2.143 3.739
H -6.824 3.853 2.823
H -5.600 5.135 2.606
H -6.923 5.359 3.753
H -2.489 3.446 4.873
H -3.112 4.570 3.915
C -2.739 -1.790 -7.106
C -2.195 -0.880 -6.010
C -1.032 -1.490 -5.215
O -1.408 -2.466 -4.268
C -1.600 -3.769 -4.782
N -3.302 -0.466 -5.143
H -3.358 -2.590 -6.701
H -3.361 -1.218 -7.793
H -1.929 -2.242 -7.682
H -1.804 0.019 -6.496
H -0.563 -0.692 -4.632
H -0.260 -1.890 -5.887
H -0.907 -3.985 -5.601
H -2.627 -3.922 -5.122
H -1.409 -4.471 -3.971
H -2.967 0.226 -4.479
H -3.556 -1.264 -4.567
*
```

Computed properties:
Max |F|, Eh/bohr: 0.047
Orbital gap, eV: 8.675
SMILES: CC(=O)OC(=O)CP(N)CCCCN(C)C(C)=O.COC[C@@H](C)N.COC[C@@H](C)N

Atom charges from the Löwdin analysis, given in e for atoms 1 to 4: 0.026 -0.441 0.125 0.047

=====

Record 7
# C19H43O2P3Rh

A structure of composition C19H43O2P3Rh at a distorted geometry (wB97M-V/def2-TZVPD, the Open Molecules 2025 dataset).

```
! RIJCOSX wB97M-V def2-TZVPD def2/J DEFGRID3
* xyz 3 5
Rh -1.219 -0.995 0.627
P 0.705 -1.390 1.659
P 2.508 3.599 -0.544
P -1.503 -3.123 0.303
H -0.334 2.535 -2.404
C -0.452 1.445 -2.466
C -1.658 1.082 -1.551
H -1.549 1.524 -0.559
C 2.101 -1.955 0.611
C 1.427 0.155 2.318
C 0.762 -2.512 3.141
C 2.731 5.146 -1.428
C 1.681 3.794 1.035
C 4.093 2.807 -0.236
C -2.962 -3.361 -0.780
C -1.907 -4.147 1.764
C -0.194 -4.072 -0.580
H -0.743 1.308 -3.529
H -2.433 1.685 -2.038
H 3.025 -2.065 1.189
H 2.269 -1.207 -0.168
H 1.897 -2.907 0.119
H 2.239 -0.047 3.022
H 0.663 0.739 2.833
H 1.822 0.736 1.482
H 0.919 -3.561 2.859
H -0.184 -2.441 3.691
H 1.569 -2.211 3.824
H 3.461 5.844 -1.015
H 1.797 5.703 -1.529
H 3.036 4.956 -2.459
H 1.906 4.744 1.524
H 1.908 2.989 1.737
H 0.602 3.751 0.863
H 4.904 3.490 0.025
H 4.397 2.253 -1.126
H 4.023 2.061 0.557
H -3.557 -4.207 -0.423
H -2.641 -3.556 -1.810
H -3.581 -2.459 -0.764
H -2.728 -4.828 1.521
H -2.226 -3.485 2.574
H -1.044 -4.738 2.089
H -0.636 -4.882 -1.166
H 0.492 -4.520 0.147
H 0.337 -3.403 -1.264
C 0.860 0.799 -2.339
C 1.092 -0.545 -2.591
C 0.275 -1.357 -3.394
C -1.092 -1.560 -3.512
C -2.139 -0.973 -2.807
C -2.094 -0.326 -1.567
O 1.952 1.614 -2.226
H 1.745 2.401 -1.621
H 2.092 -0.947 -2.353
H 0.855 -2.082 -3.969
H -1.358 -2.356 -4.215
H -3.120 -1.082 -3.289
H -2.869 -0.685 -0.816
C -2.724 2.394 2.999
C -1.928 1.827 1.832
O -2.506 0.556 1.374
H -3.792 2.472 2.730
H -2.319 3.397 3.197
H -2.584 1.778 3.903
H -0.864 1.656 2.078
H -1.982 2.492 0.955
H -3.225 0.254 1.958
*
```

Computed properties:
Max |F|, Eh/bohr: 0.056
Orbital gap (alpha / beta), eV: 5.349 / 5.018
ΔE to the lowest compared entry with this formula, charge and spin, eV: 0.3081

Atom charges from the Löwdin analysis, given in e for atoms 1 to 4: 0.626 0.725 1.007 0.729

=====

Number 1: energy -54032.303 eV. Number 2: energy -61312.037 eV. Number 3: energy -104652.880 eV. Number 4: energy -121193.020 eV. Number 5: energy -144301.668 eV. Number 6: energy -47933.545 eV. Number 7: energy -55338.722 eV.